Molecular formula: C6H10N2S3
Method: DFT, the ωB97M-V functional and the def2-TZVPD basis

Cartesian coordinates (Å):
1 S -1.9835 -1.4298 0.0882
2 S -2.1618 0.5192 -0.6140
3 S -0.1826 2.5024 -0.4844
4 N 0.3666 -2.5005 -0.1384
5 N 0.3422 -0.0257 0.0925
6 C -0.2166 -1.3739 -0.0137
7 C 1.5320 0.9435 2.0704
8 C 1.7808 -2.5462 -0.5095
9 C 2.7493 0.9229 -0.1662
10 C -0.5306 0.9245 -0.2369
11 C 1.6884 0.2430 0.7448
12 H 1.2652 1.9651 1.9510
13 H 2.4624 -2.7802 0.3442
14 H 0.8911 0.3755 2.7429
15 H 2.5743 1.9986 -0.2836
16 H 2.0771 -0.8136 0.9317
17 H 1.8576 -3.4579 -1.1797
18 H 2.6201 0.4267 -1.1802
19 H 2.2586 -1.7281 -1.0865
20 H 2.5025 0.8527 2.6092
21 H 3.7573 0.6936 0.3003

Cartesian forces (eV/Å) of the 6 atoms listed first:
-0.098 -0.098 0.141
-0.112 -0.400 0.240
0.137 0.822 0.067
0.333 1.999 -0.350
-0.282 -1.967 0.053
1.112 -0.612 0.385

Computed properties:
Molecular weight ... 206.4 Da
Multiplicity ... 1
Maximum force ... 2.32 eV Å⁻¹
HOMO ... -8.410 eV
HOMO-LUMO gap ... 0.3155 hartree
Energy relative to the best compared isomer or geometry (same formula, charge and spin) ... 0.0 kcal/mol
Lowest unoccupied orbital energy ... 0.18 eV

***

Molecular formula: C6H10N3
Method: DFT, the ωB97M-V functional and the def2-TZVPD basis

Cartesian coordinates (Å):
1 N 0.0643 -1.2996 -0.6918
2 N -1.3424 1.1805 -0.2564
3 N 1.1955 1.2301 -0.0468
4 C -3.2708 -0.5667 -0.0102
5 C 1.9668 -0.0907 0.1357
6 C -1.9177 0.0372 -0.1255
7 C -0.7179 -0.7501 0.0815
8 C -0.1609 1.1645 0.4944
9 C 1.4813 -1.3165 -0.6567
10 H -3.1598 -1.5745 -0.3615
11 H -0.3133 1.3005 1.5952
12 H 1.1637 1.6395 -0.9426
13 H 1.9545 -0.3224 1.1978
14 H 1.5562 1.9016 0.6311
15 H -3.5289 -0.5123 1.0216
16 H 3.0223 0.1759 -0.3138
17 H 1.8477 -1.3347 -1.7140
18 H 1.7749 -2.1197 -0.0391
19 H -4.1284 0.0695 -0.4905

Cartesian forces (eV/Å) of the 6 atoms listed first:
-2.272 -0.868 -0.139
-0.524 2.354 -0.894
-1.123 0.276 2.836
-1.162 2.678 -1.880
2.878 0.467 -2.139
-0.003 -0.675 1.113

Computed properties:
Molecular weight ... 124.2 Da
Multiplicity ... 1
Maximum force ... 4.96 eV Å⁻¹
Total charge ... +1
HOMO ... -12.369 eV
HOMO-LUMO gap ... 0.3160 hartree
Energy relative to the best compared isomer or geometry (same formula, charge and spin) ... 126.6 kcal/mol
Lowest unoccupied orbital energy ... -3.77 eV

***

Molecular formula: C6H10N3O
Method: DFT, the ωB97M-V functional and the def2-TZVPD basis

Cartesian coordinates (Å):
1 O 0.7188 1.3385 0.2594
2 N 3.4957 0.3248 -0.4229
3 N -1.2794 0.1350 0.0778
4 N 2.5298 -0.3964 0.1266
5 C -2.2767 1.1923 -0.1535
6 C -0.0181 0.4712 0.0758
7 C -1.9497 -1.1131 0.3371
8 C 2.3027 -1.5495 0.6593
9 C 4.3599 1.0815 0.1482
10 C 1.2938 -1.2163 -0.3270
11 H -1.4844 -1.8649 -0.1784
12 H -3.0385 0.9857 0.5560
13 H -2.5864 1.0459 -1.1688
14 H -2.9228 -1.0399 0.0096
15 H -1.9742 -1.1969 1.4280
16 H 1.3986 -1.8292 -1.2078
17 H -2.0083 2.1992 0.1104
18 H 4.6888 1.0310 1.2002
19 H 5.0021 1.6819 -0.5547
20 H 2.7308 -2.3591 1.3060

Cartesian forces (eV/Å) of the 6 atoms listed first:
0.754 1.396 -0.081
0.965 1.731 -0.931
0.294 1.982 -0.552
0.331 -1.648 1.354
0.250 0.062 0.472
-0.247 -3.851 0.042

Computed properties:
Molecular weight ... 140.2 Da
Multiplicity ... 1
Maximum force ... 3.86 eV Å⁻¹
Total charge ... +1
HOMO ... -13.204 eV
HOMO-LUMO gap ... 0.3214 hartree
Energy relative to the best compared isomer or geometry (same formula, charge and spin) ... 192.1 kcal/mol
Lowest unoccupied orbital energy ... -4.46 eV

***

Molecular formula: C6H10N3O2S
Method: DFT, the ωB97M-V functional and the def2-TZVPD basis

Cartesian coordinates (Å):
1 S 1.9273 -1.2921 -1.8961
2 O 0.8111 -1.9409 1.7944
3 O 0.0982 -3.1053 0.1184
4 N -0.3881 0.8091 -0.7773
5 N 0.7687 -2.1842 0.5844
6 N -0.5424 0.4110 1.4931
7 C 0.3877 -1.8625 -2.7532
8 C -0.2056 0.1764 0.3213
9 C 1.7202 -1.3644 -0.2164
10 C -0.9582 2.6773 1.2074
11 C -0.6201 3.7680 0.8636
12 C -1.1691 1.5589 2.0509
13 H -0.0670 4.5457 0.4919
14 H -0.1281 0.4829 -1.6486
15 H -0.4678 -1.3233 -2.4053
16 H -1.0867 1.5343 -0.8870
17 H 0.4305 -1.7650 -3.7970
18 H -0.7508 1.6457 3.0390
19 H 2.5397 -1.0085 0.3332
20 H -2.2783 1.4526 2.3758
21 H -0.3221 -0.3418 2.1820
22 H 0.3011 -2.8740 -2.4742

Cartesian forces (eV/Å) of the 6 atoms listed first:
-0.251 0.074 -0.183
0.196 0.006 -0.611
1.033 1.696 -0.400
-1.858 2.061 0.318
0.101 -1.766 0.998
-0.633 -2.014 3.114

Computed properties:
Molecular weight ... 188.2 Da
Multiplicity ... 1
Maximum force ... 4.61 eV Å⁻¹
Total charge ... +1
HOMO (alpha / beta) ... -12.898 / -13.370 eV
HOMO-LUMO gap (alpha / beta) ... 0.2649 / 0.2821 hartree
Energy relative to the best compared isomer or geometry (same formula, charge and spin) ... 179.7 kcal/mol
Lowest unoccupied orbital energy (alpha / beta) ... -5.69 / -5.69 eV

***

Please write out number 1 again, unchanged.
Molecular formula: C6H10N2S3
Method: DFT, the ωB97M-V functional and the def2-TZVPD basis

Cartesian coordinates (Å):
1 S -1.9835 -1.4298 0.0882
2 S -2.1618 0.5192 -0.6140
3 S -0.1826 2.5024 -0.4844
4 N 0.3666 -2.5005 -0.1384
5 N 0.3422 -0.0257 0.0925
6 C -0.2166 -1.3739 -0.0137
7 C 1.5320 0.9435 2.0704
8 C 1.7808 -2.5462 -0.5095
9 C 2.7493 0.9229 -0.1662
10 C -0.5306 0.9245 -0.2369
11 C 1.6884 0.2430 0.7448
12 H 1.2652 1.9651 1.9510
13 H 2.4624 -2.7802 0.3442
14 H 0.8911 0.3755 2.7429
15 H 2.5743 1.9986 -0.2836
16 H 2.0771 -0.8136 0.9317
17 H 1.8576 -3.4579 -1.1797
18 H 2.6201 0.4267 -1.1802
19 H 2.2586 -1.7281 -1.0865
20 H 2.5025 0.8527 2.6092
21 H 3.7573 0.6936 0.3003

Cartesian forces (eV/Å) of the 6 atoms listed first:
-0.098 -0.098 0.141
-0.112 -0.400 0.240
0.137 0.822 0.067
0.333 1.999 -0.350
-0.282 -1.967 0.053
1.112 -0.612 0.385

Computed properties:
Molecular weight ... 206.4 Da
Multiplicity ... 1
Maximum force ... 2.32 eV Å⁻¹
HOMO ... -8.410 eV
HOMO-LUMO gap ... 0.3155 hartree
Energy relative to the best compared isomer or geometry (same formula, charge and spin) ... 0.0 kcal/mol
Lowest unoccupied orbital energy ... 0.18 eV